Entry 1:
Molecular formula: C20H44NO14S
Method: DFT, ωB97M-V with the def2-TZVPD basis set

ORCA input file:
```
! wB97M-V def2-TZVPD RIJCOSX def2/J DEFGRID3
* xyz -1 1
N 28.156 34.254 8.055
H 27.836 34.869 7.247
H 28.004 33.341 7.595
H 27.342 34.644 8.792
H 29.231 34.528 8.181
S 25.244 33.413 7.338
O 25.312 34.147 8.581
O 26.134 32.242 7.544
O 23.922 33.026 6.949
O 25.833 34.226 6.300
O 28.359 37.418 8.723
C 27.342 37.975 8.537
O 27.044 39.233 8.144
C 27.978 40.222 8.317
C 27.428 41.520 7.833
C 26.074 37.133 8.530
H 28.649 40.013 7.750
H 28.341 40.431 9.291
H 26.419 41.839 8.264
H 27.221 41.296 6.938
H 28.287 42.093 7.821
H 25.987 36.607 7.759
H 25.284 37.598 8.934
H 26.231 36.375 9.443
O 31.442 38.374 6.289
C 30.937 37.790 5.381
O 31.631 37.415 4.354
C 33.034 37.530 4.303
C 33.555 36.930 3.049
C 29.475 37.535 5.265
H 33.338 36.994 5.214
H 33.446 38.710 4.298
H 33.289 35.833 3.012
H 34.617 37.006 2.864
H 33.189 37.392 2.312
H 29.340 36.856 4.479
H 28.996 38.522 4.754
H 28.816 37.248 6.097
O 31.759 35.091 11.896
C 30.722 35.333 11.279
O 30.731 35.431 9.981
C 31.971 35.378 9.255
C 31.712 35.417 7.765
C 29.304 35.496 11.834
H 32.504 34.512 9.507
H 32.723 35.994 9.788
H 31.346 34.413 7.480
H 32.592 35.525 7.269
H 31.298 36.170 7.628
H 28.849 36.375 11.599
H 29.328 35.297 12.827
H 28.653 34.778 11.293
O 30.410 32.302 8.746
C 30.319 31.161 8.333
O 31.421 30.319 8.334
C 32.587 30.897 8.967
C 33.740 29.848 9.163
C 29.128 30.482 7.832
H 32.284 31.362 9.841
H 32.940 31.676 8.379
H 34.838 30.270 9.275
H 33.684 29.198 8.285
H 33.527 29.311 9.955
H 28.825 29.612 8.382
H 29.285 29.980 7.049
H 28.321 31.235 7.724
O 29.665 33.851 5.463
C 30.008 32.858 4.677
O 29.148 32.116 3.960
C 27.802 32.304 4.050
C 27.180 31.587 2.773
C 31.474 32.451 4.504
H 27.714 33.425 3.989
H 27.242 31.591 4.964
H 27.433 32.161 1.956
H 26.133 31.740 2.794
H 27.444 30.558 2.662
H 31.849 32.183 5.305
H 32.082 33.224 4.186
H 31.386 31.621 3.672
*
```

Computed properties:
E_HOMO in eV: -3.7
Relative energy (zero: lowest compared OMol25 entry of this formula, charge and spin) in eV: 2.092

Löwdin atomic charge list, values in e, 2 entries: atom 1 (N): 0.20, atom 2 (H): 0.10


Entry 2:
Molecular formula: C20H44NO8
Method: DFT, ωB97M-V with the def2-TZVPD basis set

ORCA input file:
```
! wB97M-V def2-TZVPD RIJCOSX def2/J DEFGRID3
* xyz 1 1
N 5.387 59.341 34.855
H 5.511 59.502 34.049
H 6.146 59.796 35.350
H 5.467 58.298 34.739
H 4.560 59.641 35.251
O 3.068 57.182 35.628
C 2.822 56.035 36.102
O 3.833 55.226 36.709
C 5.151 55.943 36.715
C 5.936 54.948 37.531
C 1.450 55.446 36.156
H 4.970 56.816 37.195
H 5.492 55.899 35.665
H 6.929 55.380 37.737
H 5.963 53.879 37.153
H 5.586 54.659 38.534
H 1.196 54.313 35.763
H 0.529 55.969 35.897
H 1.193 55.304 37.073
O 7.169 59.489 32.015
C 7.438 60.211 31.106
O 6.755 61.318 30.848
C 5.780 61.835 31.640
C 5.507 63.293 31.278
C 8.550 59.922 30.256
H 6.107 61.904 32.846
H 4.887 61.270 31.434
H 5.144 63.276 30.234
H 6.227 63.849 31.283
H 4.687 63.634 31.928
H 8.092 59.187 29.376
H 9.377 59.583 30.845
H 8.834 60.776 29.628
C 8.824 59.973 37.613
C 7.526 59.341 38.299
O 6.416 59.360 37.617
C 7.746 58.774 39.748
H 8.764 60.871 36.859
H 9.251 59.250 37.080
H 9.469 60.436 38.373
H 8.024 59.552 40.445
H 8.361 57.951 39.953
H 6.825 58.321 40.158
C 8.387 56.194 33.048
C 8.817 57.214 34.052
O 7.882 57.694 34.931
C 10.319 57.788 34.087
H 7.518 55.638 33.237
H 9.130 55.362 33.115
H 8.295 56.485 32.145
H 10.875 57.159 33.629
H 10.701 58.194 35.026
H 10.263 58.660 33.397
C 4.554 64.113 35.339
C 5.297 63.026 35.975
O 6.042 62.262 35.286
C 5.123 62.851 37.500
H 4.339 64.842 36.007
H 3.747 63.696 34.799
H 5.313 64.658 34.491
H 5.847 62.137 37.974
H 4.161 62.536 37.785
H 5.514 63.813 37.969
C 0.845 61.917 36.956
C 1.627 60.660 36.835
O 2.946 60.646 36.360
C 1.012 59.362 37.101
H 0.364 62.044 37.912
H 0.236 61.766 36.097
H 1.450 62.764 36.937
H 0.935 58.833 36.127
H 0.008 59.482 37.323
H 1.223 58.491 37.902
*
```

Computed properties:
E_HOMO in eV: -12.0
Relative energy (zero: lowest compared OMol25 entry of this formula, charge and spin) in eV: 1.685

Löwdin atomic charge list, values in e, 2 entries: atom 1 (N): 0.40, atom 2 (H): -0.04


Entry 3:
Molecular formula: C20H44NOP3PbSe
Method: DFT, ωB97M-V with the def2-TZVPD basis set

ORCA input file:
```
! wB97M-V def2-TZVPD RIJCOSX def2/J DEFGRID3
* xyz 4 1
Pb -0.094 -0.403 0.412
P 0.330 -0.857 3.161
P -2.483 1.084 0.585
P 2.159 -1.695 -0.643
H -0.492 2.878 -3.280
C 0.124 2.081 -3.704
C -0.446 1.059 -4.357
H -1.520 1.047 -4.555
C 1.320 0.419 4.034
C -1.204 -0.974 4.149
C 1.220 -2.414 3.519
C -3.113 1.663 -1.023
C -3.944 0.293 1.325
C -2.273 2.625 1.560
C 2.296 -1.555 -2.454
C 2.335 -3.477 -0.334
C 3.729 -0.976 -0.031
H 1.210 2.142 -3.606
H 0.151 0.300 -4.864
H 1.375 0.135 5.110
H 0.836 1.402 3.922
H 2.332 0.475 3.601
H -0.921 -1.081 5.212
H -1.795 -1.846 3.832
H -1.820 -0.072 4.016
H 1.377 -2.478 4.612
H 2.189 -2.433 2.999
H 0.626 -3.275 3.179
H -3.615 2.631 -0.885
H -3.826 0.927 -1.418
H -2.292 1.767 -1.748
H -4.647 1.068 1.659
H -3.648 -0.323 2.184
H -4.419 -0.363 0.584
H -3.193 3.227 1.460
H -1.404 3.187 1.178
H -2.085 2.383 2.621
H 3.359 -1.586 -2.735
H 1.844 -0.617 -2.810
H 1.762 -2.392 -2.924
H 3.347 -3.795 -0.621
H 1.586 -4.021 -0.925
H 2.162 -3.703 0.726
H 4.553 -1.402 -0.627
H 3.863 -1.220 1.037
H 3.705 0.124 -0.129
C 2.368 3.773 -0.595
C 1.819 4.158 -1.820
C 2.328 5.264 -2.519
C 3.323 6.067 -1.938
C 3.802 5.741 -0.664
C 3.343 4.600 0.003
Se 1.818 2.147 0.404
H 1.018 1.577 -0.784
H 0.997 3.600 -2.254
H 1.949 5.509 -3.507
H 3.709 6.941 -2.470
H 4.546 6.382 -0.180
H 3.727 4.345 0.991
C -2.651 -4.843 0.540
N -2.891 -4.046 -0.661
C -3.758 -4.521 -1.721
C -2.285 -2.869 -0.782
O -1.546 -2.440 0.155
H -3.259 -5.748 0.452
H -2.931 -4.279 1.438
H -1.588 -5.105 0.621
H -4.585 -3.810 -1.887
H -3.199 -4.599 -2.668
H -4.152 -5.500 -1.431
H -2.455 -2.302 -1.727
*
```

Computed properties:
E_HOMO (spin up / spin down) in eV: -19.8 / -19.2

Löwdin atomic charge list, values in e, 2 entries: atom 1 (Pb): 0.91, atom 2 (P): 0.72